Here is a structure of composition C2H4LiOV at a distorted geometry from the OMol25 dataset. Energies are from the ωB97M-V functional and the def2-TZVPD basis.

```
9
Properties=species:S:1:pos:R:3
C -0.257 -0.129 0.240
H -0.809 -0.453 1.138
C 0.477 -1.109 -0.478
H 0.399 -2.146 -0.138
H 0.647 -0.963 -1.555
O 0.244 1.153 0.394
Li -1.013 2.510 0.363
V 2.081 0.542 0.120
H -1.770 0.595 -0.085
```

- LUMO energy (spin up / spin down): -5.1 / -5.2 eV
- Orbital gap (spin up / spin down): 6.516 / 6.460 eV
- Net charge: +1
- 2S+1: 4
- HOMO (spin up / spin down): -11.61 / -11.65 eV

Mulliken population analysis, charges in e, atoms 1 to 5: number 1, C, carries 0.660; number 2, H, carries 0.303; number 3, C, carries -1.331; number 4, H, carries 0.271; number 5, H, carries 0.282

=====

Here is a structure of composition C2H4MnO4S at a distorted geometry from the OMol25 dataset. Energies are from the ωB97M-V functional and the def2-TZVPD basis.

```
12
Properties=species:S:1:pos:R:3
Mn -0.726 -0.238 -1.334
S -1.558 -2.277 0.015
O -2.548 -3.181 -0.668
O -0.306 -2.075 -0.952
O -2.104 -0.767 -0.083
O 0.194 1.196 -0.454
C 0.576 1.219 0.986
C 1.581 1.165 -0.075
H 0.129 0.476 1.646
H 0.548 2.161 1.536
H 2.120 0.233 -0.260
H 2.095 2.086 -0.355
```

- ΔE to the lowest compared entry with this formula, charge and spin: 0.0000 eV
- LUMO energy (spin up / spin down): -0.8 / -1.1 eV
- Orbital gap (spin up / spin down): 7.347 / 7.115 eV
- Net charge: 0
- 2S+1: 6
- HOMO (spin up / spin down): -8.16 / -8.22 eV

Mulliken population analysis, charges in e, atoms 1 to 5: number 1, Mn, carries 1.028; number 2, S, carries 0.768; number 3, O, carries -0.571; number 4, O, carries -0.684; number 5, O, carries -0.676

=====

Here is a cluster of 2 separate species, C2H4N2 in total at a distorted geometry from the OMol25 dataset. Energies are from the ωB97M-V functional and the def2-TZVPD basis.

```
8
Properties=species:S:1:pos:R:3
C -0.020 -1.292 -1.193
C -0.283 1.129 1.299
N 0.876 1.419 1.281
N -0.644 -0.696 -0.276
H -0.549 -2.144 -1.610
H 0.912 -1.210 -1.627
H -1.123 0.581 0.802
H 1.552 1.823 1.930
```

- ΔE to the lowest compared entry with this formula, charge and spin: 5.6246 eV
- LUMO energy (spin up / spin down): 0.7 / -0.2 eV
- Orbital gap (spin up / spin down): 9.400 / 6.119 eV
- Net charge: 0
- HOMO (spin up / spin down): -8.68 / -6.31 eV

Mulliken population analysis, charges in e, atoms 1 to 5: number 1, C, carries -0.302; number 2, C, carries -0.176; number 3, N, carries -0.265; number 4, N, carries -0.533; number 5, H, carries 0.219

=====

Here is an isolated molecule of C2H4N2 at a distorted geometry from the OMol25 dataset. Energies are from the ωB97M-V functional and the def2-TZVPD basis.

```
8
Properties=species:S:1:pos:R:3
H -2.011 -1.012 -0.841
N -2.153 -0.413 0.081
N -1.208 0.297 0.434
C 0.284 0.655 -0.027
C 1.268 -0.139 0.250
H 0.313 1.555 -0.670
H 1.225 -0.953 0.776
H 2.282 0.009 -0.003
```

- ΔE to the lowest compared entry with this formula, charge and spin: 3.8482 eV
- LUMO energy: 0.9 eV
- Orbital gap: 9.318 eV
- Net charge: 0
- HOMO: -8.42 eV

Mulliken population analysis, charges in e, atoms 1 to 5: number 1, H, carries 0.186; number 2, N, carries -0.226; number 3, N, carries -0.157; number 4, C, carries 0.054; number 5, C, carries -0.719

=====

Here is a cluster of 2 separate species, C2H4N2 in total at a distorted geometry from the OMol25 dataset. Energies are from the ωB97M-V functional and the def2-TZVPD basis.

```
8
Properties=species:S:1:pos:R:3
C 0.623 -1.128 -0.210
C -0.106 -0.065 -0.938
N -0.947 0.381 0.158
N -0.604 -0.855 0.331
H 0.939 -2.018 -0.554
H 0.250 2.214 1.768
H -0.528 -0.083 -1.978
H 0.373 1.553 1.423
```

- ΔE to the lowest compared entry with this formula, charge and spin: 6.9270 eV
- LUMO energy: 0.5 eV
- Orbital gap: 9.537 eV
- Net charge: 0
- HOMO: -9.00 eV

Mulliken population analysis, charges in e, atoms 1 to 5: number 1, C, carries -0.254; number 2, C, carries 0.102; number 3, N, carries -0.401; number 4, N, carries 0.069; number 5, H, carries 0.275

=====

Here is an isolated molecule of C2H4N2 at a distorted geometry from the OMol25 dataset. Energies are from the ωB97M-V functional and the def2-TZVPD basis.

```
8
Properties=species:S:1:pos:R:3
C 0.268 -0.318 -1.625
N 0.526 0.164 -0.488
N -0.496 -0.094 0.425
C -0.256 0.333 1.622
H -0.676 -0.883 -1.778
H 0.998 -0.203 -2.451
H 0.662 0.867 1.892
H -1.026 0.134 2.402
```

- ΔE to the lowest compared entry with this formula, charge and spin: 2.0523 eV
- LUMO energy: 0.6 eV
- Orbital gap: 10.072 eV
- Net charge: 0
- HOMO: -9.46 eV

Mulliken population analysis, charges in e, atoms 1 to 5: number 1, C, carries -0.247; number 2, N, carries -0.342; number 3, N, carries -0.329; number 4, C, carries -0.256; number 5, H, carries 0.337

=====

Here is a cluster of 2 separate species, C2H4N2 in total at a distorted geometry from the OMol25 dataset. Energies are from the ωB97M-V functional and the def2-TZVPD basis.

```
8
Properties=species:S:1:pos:R:3
C -1.295 0.713 1.308
C -0.100 0.619 1.367
N 0.728 -0.676 -1.283
N 1.650 -1.413 -1.022
H -2.258 0.601 0.794
H 0.120 -0.261 -0.606
H 0.896 0.916 1.686
H 0.259 -0.497 -2.243
```

- ΔE to the lowest compared entry with this formula, charge and spin: 5.2410 eV
- LUMO energy: 0.9 eV
- Orbital gap: 8.941 eV
- Net charge: 0
- HOMO: -8.02 eV

Mulliken population analysis, charges in e, atoms 1 to 5: number 1, C, carries -0.134; number 2, C, carries -0.542; number 3, N, carries 0.077; number 4, N, carries -0.507; number 5, H, carries 0.319

=====

Here is an isolated molecule of C2H4N2O from the OMol25 dataset. Energies are from the ωB97M-V functional and the def2-TZVPD basis.

```
9
Properties=species:S:1:pos:R:3
N -0.241 0.818 1.249
C -0.937 0.437 0.214
N -0.582 -0.482 -0.678
C 0.837 -0.704 -0.635
O 1.543 -0.204 0.325
H -0.553 1.742 1.564
H -1.884 0.918 -0.059
H 0.591 -1.777 -0.310
H 1.226 -0.748 -1.671
```

- ΔE to the lowest compared entry with this formula, charge and spin: 5.0979 eV
- LUMO energy (spin up / spin down): -2.1 / -2.2 eV
- Orbital gap (spin up / spin down): 7.130 / 7.317 eV
- Net charge: 0
- HOMO (spin up / spin down): -9.28 / -9.53 eV

Mulliken population analysis, charges in e, atoms 1 to 5: number 1, N, carries -0.368; number 2, C, carries 0.059; number 3, N, carries -0.441; number 4, C, carries -0.003; number 5, O, carries -0.462

=====

Here is an isolated molecule of C2H4N2O from the OMol25 dataset. Energies are from the ωB97M-V functional and the def2-TZVPD basis.

```
9
Properties=species:S:1:pos:R:3
N -0.648 1.177 0.133
C -0.657 -0.040 0.629
N 0.427 -0.764 0.384
C 1.175 -0.121 -0.946
O 2.077 -0.747 -1.384
H -1.519 1.691 0.112
H -1.515 -0.456 1.165
H 0.432 -1.749 0.623
H 0.226 1.009 -0.715
```

- ΔE to the lowest compared entry with this formula, charge and spin: 1.9934 eV
- LUMO energy: 0.8 eV
- Orbital gap: 9.129 eV
- Net charge: 0
- HOMO: -8.33 eV

Mulliken population analysis, charges in e, atoms 1 to 5: number 1, N, carries -0.441; number 2, C, carries -0.030; number 3, N, carries -0.200; number 4, C, carries -0.127; number 5, O, carries -0.434

=====

Here is an isolated molecule of C2H4N2O at a distorted geometry from the OMol25 dataset. Energies are from the ωB97M-V functional and the def2-TZVPD basis.

```
9
Properties=species:S:1:pos:R:3
C -1.731 -0.400 -0.147
N -0.425 -0.687 0.183
N 0.417 0.271 -0.077
C 1.765 0.114 -0.098
O 2.485 -0.878 -0.085
H -2.206 0.538 -0.353
H -2.495 -1.274 0.009
H 0.025 1.111 0.259
H 2.166 1.205 0.307
```

- ΔE to the lowest compared entry with this formula, charge and spin: 2.8628 eV
- LUMO energy: 0.1 eV
- Orbital gap: 9.668 eV
- Net charge: 0
- HOMO: -9.60 eV

Mulliken population analysis, charges in e, atoms 1 to 5: number 1, C, carries -0.301; number 2, N, carries -0.470; number 3, N, carries 0.112; number 4, C, carries 0.147; number 5, O, carries -0.458